The following is a DFT calculation (the ωB97M-V functional and the def2-TZVPD basis) of 17 unconnected molecules or ions with the total composition C48H112ClN16O20 at a distorted geometry.

Last column: Mulliken charge in e.
CARTESIAN COORDINATES (ANGSTROEM)
Cl: -0.363 0.837 -0.197  -1.4965
O: -1.318 0.600 -1.273  0.3896
O: -1.132 0.888 1.037  -0.4121
O: 0.599 -0.225 -0.166  0.5982
O: 0.321 2.056 -0.314  0.2908
C: 3.558 7.238 -0.661  -0.6567
C: 3.314 7.154 -2.112  0.6275
O: 4.102 7.783 -2.838  -0.7256
N: 2.292 6.442 -2.509  0.0125
C: 1.303 5.760 -1.657  -0.7940
H: 4.499 7.751 -0.460  0.3315
H: 3.536 6.270 -0.161  0.0241
H: 2.783 7.863 -0.217  0.2974
H: 2.051 6.505 -3.488  0.2717
H: 1.733 5.128 -0.879  0.0147
H: 0.729 5.171 -2.372  0.2598
H: 0.653 6.473 -1.151  0.4011
C: -2.481 -3.498 -4.881  -0.7023
C: -1.089 -3.961 -4.561  0.8367
O: -0.107 -3.686 -5.257  -0.8122
N: -0.982 -4.558 -3.402  0.0949
C: 0.235 -4.997 -2.737  -0.8311
H: -2.627 -3.584 -5.958  0.4243
H: -2.582 -2.494 -4.469  -0.2571
H: -3.205 -4.123 -4.360  0.3686
H: -1.825 -4.704 -2.864  0.0955
H: -0.007 -5.808 -2.051  0.3715
H: 0.761 -4.189 -2.227  0.0069
H: 0.919 -5.328 -3.519  0.4004
C: -1.807 -2.915 -0.230  0.2161
C: -2.830 -3.962 -0.432  0.2918
O: -3.085 -4.340 -1.580  -0.8907
N: -3.541 -4.316 0.628  0.2789
C: -4.643 -5.159 0.605  -1.0598
H: -2.240 -2.018 0.212  -0.3370
H: -1.332 -2.618 -1.164  0.0448
H: -1.089 -3.211 0.536  0.4273
H: -3.469 -3.856 1.524  0.2063
H: -5.113 -5.159 -0.379  0.3686
H: -5.365 -4.904 1.380  0.2071
H: -4.423 -6.204 0.827  0.3090
C: 5.238 3.530 4.461  -0.7934
C: 4.895 3.895 3.046  0.6559
O: 5.622 4.613 2.412  -0.6735
N: 3.808 3.298 2.551  0.1845
C: 3.264 3.546 1.211  -0.9349
H: 4.984 4.354 5.127  0.2530
H: 6.312 3.395 4.593  0.3709
H: 4.703 2.668 4.859  -0.1027
H: 3.219 2.711 3.124  0.1008
H: 4.007 3.292 0.455  0.6881
H: 2.863 4.559 1.158  0.1538
H: 2.363 2.943 1.100  -0.1092
C: 1.887 0.238 2.689  2.1344
C: 2.589 0.308 4.066  0.2582
O: 2.456 1.354 4.723  -0.9902
N: 3.380 -0.729 4.409  0.0322
C: 4.299 -0.625 5.594  -1.0747
H: 1.889 -0.790 2.328  -0.1258
H: 2.461 0.797 1.950  -0.7964
H: 0.911 0.723 2.713  -0.5388
H: 3.395 -1.543 3.811  0.2287
H: 5.322 -0.790 5.255  0.3214
H: 4.082 -1.336 6.391  0.3440
H: 4.256 0.367 6.043  0.3305
C: -0.384 -0.321 -4.725  1.3779
C: 0.699 -0.357 -5.838  0.1973
O: 0.967 0.705 -6.364  -0.7702
N: 1.261 -1.525 -6.216  0.4500
C: 2.150 -1.625 -7.448  -0.8689
H: -0.005 -1.044 -4.002  -0.4064
H: -1.413 -0.532 -5.015  0.4623
H: -0.346 0.654 -4.238  -1.1613
H: 1.063 -2.358 -5.680  0.0156
H: 3.014 -0.981 -7.285  0.1843
H: 1.687 -1.276 -8.371  0.3173
H: 2.547 -2.626 -7.620  0.3527
C: -5.067 0.874 -0.333  -0.7488
C: -6.084 0.028 -1.136  0.5055
O: -7.283 0.091 -0.912  -0.7346
N: -5.606 -0.785 -2.050  0.0232
C: -4.284 -0.741 -2.738  -0.0782
H: -5.582 1.378 0.485  0.3266
H: -4.718 1.645 -1.021  0.4326
H: -4.211 0.288 0.002  0.0112
H: -6.298 -1.308 -2.565  0.2794
H: -3.550 -0.003 -2.414  -0.1134
H: -4.405 -0.576 -3.809  0.3625
H: -3.765 -1.697 -2.672  -0.2484
C: 2.391 -4.018 0.937  -0.6390
C: 3.749 -3.450 1.283  0.4737
O: 3.935 -2.771 2.308  -0.8679
N: 4.779 -3.762 0.559  0.1006
C: 4.928 -5.017 -0.219  -1.0023
H: 2.187 -4.766 1.703  0.4577
H: 2.324 -4.463 -0.056  0.3048
H: 1.640 -3.228 0.922  -0.2048
H: 5.637 -3.263 0.747  0.3364
H: 4.355 -5.129 -1.140  0.1393
H: 4.507 -5.870 0.313  0.3754
H: 5.962 -5.222 -0.498  0.3702
C: 0.191 3.700 3.115  0.6205
C: -0.635 3.382 4.322  0.2874
O: -1.705 3.968 4.498  -0.7719
N: -0.075 2.637 5.280  0.2488
C: -0.740 2.409 6.572  -1.0514
H: 0.945 2.913 3.117  -0.4929
H: 0.667 4.666 3.284  0.4947
H: -0.333 3.584 2.166  -0.3948
H: 0.800 2.151 5.139  0.2042
H: -1.524 1.652 6.606  0.2567
H: -1.168 3.348 6.922  0.3227
H: 0.052 2.168 7.282  0.3860
C: -2.498 3.070 -3.743  -0.5637
C: -2.659 4.094 -2.705  0.6917
O: -3.335 5.040 -2.978  -0.6980
N: -2.029 3.833 -1.525  0.5233
C: -2.072 4.647 -0.353  -0.8519
H: -1.691 3.464 -4.361  0.2253
H: -3.428 2.976 -4.303  0.3774
H: -2.165 2.070 -3.467  -0.2277
H: -1.666 2.918 -1.300  -0.3593
H: -2.217 4.075 0.564  0.2419
H: -2.814 5.444 -0.396  0.4903
H: -1.093 5.113 -0.243  -0.0039
C: -3.827 -3.301 5.628  -1.1631
C: -3.099 -2.932 4.379  0.5665
O: -3.291 -3.478 3.251  -0.8456
N: -2.214 -1.971 4.524  0.0969
C: -1.305 -1.490 3.536  -0.6440
H: -3.312 -2.877 6.490  0.4251
H: -3.809 -4.367 5.853  0.3162
H: -4.856 -2.966 5.496  0.2789
H: -2.123 -1.586 5.454  0.2627
H: -1.230 -0.404 3.599  0.1289
H: -1.680 -1.600 2.518  -0.2304
H: -0.426 -2.116 3.386  0.5117
C: -3.958 1.028 4.001  0.7172
C: -5.071 1.937 4.558  0.2416
O: -6.208 1.589 4.411  -0.6762
N: -4.737 3.095 5.147  -0.0777
C: -5.567 4.182 5.565  -0.9609
H: -3.169 1.605 3.518  -0.0326
H: -4.457 0.434 3.235  -0.5670
H: -3.556 0.389 4.788  0.1827
H: -3.768 3.338 5.000  0.2777
H: -4.991 5.045 5.899  0.3192
H: -6.346 3.892 6.271  0.2562
H: -5.946 4.433 4.574  0.3454
C: -8.871 -2.741 2.981  -1.3823
C: -7.533 -3.154 3.455  0.9176
O: -7.437 -3.961 4.342  -0.6612
N: -6.400 -2.730 2.864  0.4488
C: -6.294 -1.875 1.707  -0.5506
H: -9.045 -1.668 3.052  0.3549
H: -9.742 -3.164 3.481  0.3161
H: -9.034 -2.926 1.919  0.3472
H: -5.520 -2.994 3.284  -0.1610
H: -5.859 -2.426 0.873  0.2436
H: -5.651 -1.015 1.892  -0.2814
H: -7.259 -1.524 1.341  0.3982
C: 3.499 -3.974 -4.706  -0.5659
C: 4.237 -3.446 -3.480  0.6978
O: 5.344 -3.867 -3.285  -0.6598
N: 3.681 -2.543 -2.693  1.5306
C: 2.430 -1.913 -2.739  0.9652
H: 3.259 -3.084 -5.287  -0.1278
H: 2.566 -4.497 -4.498  -0.1548
H: 4.137 -4.590 -5.341  0.4170
H: 4.310 -2.251 -1.958  -0.6688
H: 1.856 -2.237 -1.872  -0.2162
H: 1.841 -2.054 -3.645  -1.1171
H: 2.495 -0.850 -2.509  0.0519
C: 4.362 -0.116 -0.081  1.0966
C: 5.671 -0.357 -0.775  0.0293
O: 6.490 -1.109 -0.283  -0.7473
N: 5.821 0.122 -2.001  0.3914
C: 6.963 -0.199 -2.846  -1.0772
H: 4.519 -0.231 0.991  0.2743
H: 3.784 -0.970 -0.434  -1.0004
H: 4.013 0.910 -0.199  0.1931
H: 5.092 0.701 -2.393  0.0579
H: 7.056 -1.274 -3.001  0.3003
H: 7.818 0.143 -2.263  0.3927
H: 7.079 0.357 -3.776  0.3005
C: 1.817 2.767 -3.580  -0.1266
C: 3.162 2.067 -3.714  0.1859
O: 4.076 2.191 -2.874  -0.9647
N: 3.347 1.305 -4.804  0.0133
C: 4.613 0.626 -5.121  -0.8948
H: 1.617 2.843 -2.511  -0.1541
H: 0.944 2.343 -4.076  0.2434
H: 1.965 3.765 -3.991  0.2885
H: 2.545 1.157 -5.400  0.1480
H: 5.388 1.386 -5.014  0.3300
H: 4.533 0.355 -6.174  0.4162
H: 4.735 -0.337 -4.625  0.0558

Summary:
Total charge = -1
HOMO = -7.5 eV
Kohn-Sham gap = 9.14 eV

***

The following is a DFT calculation (the ωB97M-V functional and the def2-TZVPD basis) of a single C3H7N3 molecule at a distorted geometry.

Last column: Mulliken charge in e.
CARTESIAN COORDINATES (ANGSTROEM)
C: -0.542 -0.341 1.102  -0.0347
C: 0.086 -0.039 2.251  -0.7751
C: 0.494 0.796 -0.830  0.0802
H: -0.663 -0.675 -2.130  0.3492
H: -0.056 -2.042 -1.026  0.2607
H: -1.498 -0.836 1.203  0.3252
H: -0.530 -0.381 3.139  0.2032
H: 0.928 0.583 2.345  0.3258
H: 0.729 1.819 -0.290  0.2308
H: 1.254 1.700 -2.291  0.2442
N: -0.780 -1.120 -1.093  -0.8044
N: -0.248 -0.183 -0.269  0.2999
N: 0.824 0.718 -2.112  -0.7051

Summary:
HOMO = -8.3 eV
Kohn-Sham gap = 9.18 eV

***

The following is a DFT calculation (the ωB97M-V functional and the def2-TZVPD basis) of 2 unconnected molecules or ions with the total composition C22H37N4O5P2 at a distorted geometry.

Last column: Mulliken charge in e.
CARTESIAN COORDINATES (ANGSTROEM)
C: 5.015 -2.463 0.623  -1.0388
C: 3.544 -1.981 0.970  -0.2621
C: 3.560 -0.922 2.152  -0.6237
C: 4.088 0.493 1.684  -0.7344
C: 2.998 1.440 1.066  -0.6642
C: 2.559 1.067 -0.408  0.0761
C: 2.213 2.335 -1.267  -0.7514
C: 1.578 1.997 -2.671  -0.8978
C: 0.023 1.729 -2.594  0.2450
C: -0.473 0.448 -3.382  -1.0599
C: -1.426 -0.438 -2.497  -0.6141
C: -2.943 0.078 -2.539  -1.1270
C: -3.474 0.018 -1.070  -0.2054
N: -3.553 1.226 -0.413  -0.3715
C: -3.984 1.114 0.910  0.2831
C: -4.052 2.352 1.693  0.1145
N: -3.739 3.663 1.160  -0.4844
C: -2.363 3.776 0.615  -0.5057
C: -1.308 2.861 1.305  -0.6132
C: -4.495 2.306 3.101  -0.3925
C: -4.824 1.044 3.726  -0.4658
C: -4.727 -0.169 2.932  -0.3267
C: -4.320 -0.190 1.507  -0.1379
N: -4.300 -1.415 0.882  -0.7412
C: -3.852 -1.227 -0.442  0.6952
P: -3.732 -2.771 -1.507  -0.0055
N: -4.904 -2.602 -2.843  -0.8654
O: -4.350 -4.065 -0.581  -0.3749
H: 4.984 -3.236 -0.177  0.3825
H: 5.552 -2.829 1.535  0.2733
H: 5.555 -1.573 0.192  0.1929
H: 3.003 -2.891 1.341  0.3057
H: 2.992 -1.601 0.075  0.1547
H: 2.567 -0.844 2.659  0.3424
H: 4.335 -1.309 2.870  0.3183
H: 4.970 0.337 1.015  0.2470
H: 4.470 1.004 2.607  0.3319
H: 3.448 2.473 1.056  0.3564
H: 2.088 1.496 1.712  0.2138
H: 3.407 0.503 -0.882  0.3579
H: 1.644 0.427 -0.327  0.0174
H: 1.596 3.041 -0.659  0.1397
H: 3.188 2.854 -1.478  0.4277
H: 2.156 1.149 -3.119  0.3726
H: 1.762 2.905 -3.310  0.3316
H: -0.486 2.613 -3.056  0.4362
H: -0.283 1.651 -1.524  -0.3350
H: 0.443 -0.150 -3.647  0.4258
H: -0.943 0.766 -4.348  0.3334
H: -1.350 -1.486 -2.889  0.4114
H: -1.060 -0.453 -1.438  0.4139
H: -3.476 -0.620 -3.225  0.3300
H: -3.021 1.104 -2.964  0.4295
H: -4.435 3.942 0.464  0.3073
H: -2.369 3.660 -0.501  0.1952
H: -2.026 4.842 0.798  0.4035
H: -0.298 3.217 0.942  0.1354
H: -1.282 2.944 2.415  0.3635
H: -1.369 1.794 0.966  0.0771
H: -4.581 3.229 3.710  0.2538
H: -5.152 0.949 4.785  0.2912
H: -4.974 -1.139 3.425  0.3261
H: -5.767 -3.116 -2.602  0.3150
H: -5.229 -1.626 -2.893  0.3732
H: -5.296 -4.147 -0.799  0.2473
O: 7.186 -7.296 1.708  -0.6729
P: 7.295 -5.918 1.032  0.9165
O: 7.236 -4.815 2.105  -0.6242
O: 6.129 -5.724 0.046  -0.6024
O: 8.629 -5.833 0.268  -0.6670

Summary:
Total charge = -3
HOMO = 3.1 eV
Kohn-Sham gap = 1.11 eV

***

The following is a DFT calculation (the ωB97M-V functional and the def2-TZVPD basis) of 6 unconnected molecules or ions with the total composition C30H48BBrN8O2P at a distorted geometry.

Last column: Mulliken charge in e.
CARTESIAN COORDINATES (ANGSTROEM)
C: 1.750 0.110 5.569  -1.3895
C: 0.329 0.174 4.961  0.0773
B: -0.057 1.597 4.386  0.3611
O: -0.207 2.620 5.296  -0.5587
N: -0.332 1.946 2.956  0.1369
C: 0.582 1.444 1.956  -0.5797
Br: 2.402 1.783 2.485  -0.0483
C: 0.453 -0.042 1.581  -1.0732
N: 0.828 -0.308 0.234  -0.1951
C: 1.513 -1.358 -0.101  0.5073
C: 0.894 -2.440 -0.936  -1.1281
C: 2.943 -1.527 0.251  -1.0307
N: -0.998 -0.480 1.775  0.1711
C: -1.964 0.653 1.547  -0.4056
C: -1.741 1.766 2.570  -0.2980
P: -2.307 3.451 1.937  -0.1598
C: -3.807 3.046 0.980  -0.8945
O: -1.211 3.722 0.736  -0.3835
H: 1.798 -0.653 6.345  0.4444
H: 2.024 1.060 6.024  0.2897
H: 2.487 -0.156 4.814  0.3067
H: -0.363 0.009 5.796  0.3757
H: 0.182 -0.675 4.285  0.0538
H: -1.039 2.598 5.783  0.3107
H: 0.451 2.031 1.046  0.3697
H: 1.092 -0.622 2.252  0.8029
H: 1.637 -3.087 -1.398  0.3981
H: 0.225 -3.021 -0.298  0.3692
H: 0.307 -1.973 -1.731  0.1310
H: 3.285 -0.845 1.029  0.2405
H: 3.543 -1.319 -0.642  0.2404
H: 3.169 -2.546 0.574  0.4005
H: -1.162 -0.863 2.709  0.5998
H: -1.167 -1.231 1.103  0.5565
H: -1.848 0.975 0.515  -0.2578
H: -2.975 0.274 1.678  0.1503
H: -2.377 1.618 3.447  0.7322
H: -4.056 3.930 0.392  0.3917
H: -4.641 2.857 1.656  0.3646
H: -3.697 2.225 0.267  0.1522
H: -0.763 4.558 0.910  0.3192
N: 5.422 2.667 4.253  0.1239
C: 5.606 2.279 5.554  -0.2945
C: 6.931 2.443 5.855  -0.5437
C: 7.570 2.952 4.691  -0.4751
C: 6.615 3.081 3.721  -0.4117
H: 4.547 2.648 3.767  0.0733
H: 4.784 1.924 6.151  0.3143
H: 7.392 2.226 6.803  0.3924
H: 8.613 3.197 4.582  0.3934
H: 6.680 3.430 2.705  0.3639
N: -1.044 0.934 -1.891  0.3473
C: -1.550 0.134 -2.878  -0.4580
C: -2.187 0.936 -3.787  -0.4563
C: -2.051 2.276 -3.337  -1.1699
C: -1.342 2.243 -2.165  -0.3932
H: -0.547 0.571 -1.088  0.3124
H: -1.423 -0.937 -2.844  0.5802
H: -2.700 0.604 -4.676  0.4768
H: -2.435 3.161 -3.816  0.4435
H: -1.032 3.032 -1.506  0.4492
N: -2.719 -2.510 -5.142  0.0737
C: -3.826 -3.019 -4.516  -0.1770
C: -3.801 -4.380 -4.664  -0.6213
C: -2.633 -4.705 -5.406  -0.4065
C: -1.985 -3.531 -5.685  -0.6036
H: -2.482 -1.537 -5.197  0.1964
H: -4.532 -2.373 -4.021  0.3301
H: -4.539 -5.067 -4.285  0.4102
H: -2.307 -5.688 -5.703  0.4213
H: -1.072 -3.336 -6.221  0.3876
N: -6.617 -0.513 -2.188  0.0556
C: -7.441 -0.859 -1.154  -0.4081
C: -6.696 -0.866 -0.007  -0.9549
C: -5.369 -0.505 -0.367  0.7838
C: -5.352 -0.293 -1.724  -1.1082
H: -6.900 -0.434 -3.148  0.2256
H: -8.483 -1.071 -1.320  0.4045
H: -7.063 -1.103 0.978  0.3919
H: -4.523 -0.412 0.294  0.0818
H: -4.554 -0.007 -2.389  0.5822
N: 3.996 -1.760 -3.745  0.1023
C: 4.310 -1.181 -4.946  -0.5283
C: 5.584 -1.561 -5.270  -0.4046
C: 6.057 -2.403 -4.226  -0.5980
C: 5.056 -2.509 -3.301  -0.2193
H: 3.120 -1.650 -3.271  0.1523
H: 3.606 -0.553 -5.464  0.3739
H: 6.120 -1.270 -6.157  0.3980
H: 7.022 -2.877 -4.165  0.3983
H: 5.007 -3.052 -2.371  0.3409

Summary:
Total charge = +1
HOMO = -10.0 eV
Kohn-Sham gap = 6.42 eV

***

The following is a DFT calculation (the ωB97M-V functional and the def2-TZVPD basis) of a molecular structure, C10H20BeBrClF7LiN3O7S2 at a distorted geometry.

Last column: Mulliken charge in e.
CARTESIAN COORDINATES (ANGSTROEM)
C: -0.662 3.136 3.697  -0.8326
O: -0.847 2.114 2.724  -0.4087
C: 0.229 2.016 1.824  0.2339
C: 1.346 1.041 2.255  0.5501
N: 1.960 1.453 3.505  -0.6434
C: 2.472 1.070 1.160  -0.7677
C: 2.132 0.324 -0.160  1.4938
C: 2.838 -1.065 -0.198  -1.7329
C: 2.596 1.160 -1.390  -0.8629
H: 0.296 3.657 3.584  0.4108
H: -0.686 2.656 4.686  0.2925
H: -1.471 3.882 3.685  0.2465
H: -0.213 1.609 0.891  -1.0700
H: 0.629 3.006 1.540  0.5752
H: 0.894 0.034 2.335  0.1321
H: 2.589 0.643 3.886  0.1968
H: 1.259 1.553 4.236  0.2692
H: 3.349 0.639 1.641  0.4601
H: 2.671 2.144 0.999  0.3168
H: 1.056 0.108 -0.305  -0.7214
H: 2.896 -1.405 -1.241  0.4032
H: 3.826 -1.018 0.267  0.3457
H: 2.209 -1.745 0.388  0.3914
H: 3.590 1.609 -1.238  -0.1765
H: 1.889 2.011 -1.485  0.3715
H: 2.580 0.530 -2.287  0.4320
C: 7.576 3.085 -1.618  -0.7344
N: 6.239 2.689 -1.097  0.8038
O: 5.295 3.410 -1.361  -0.5228
O: 6.187 1.671 -0.445  -0.4615
H: 7.470 4.008 -2.178  0.3011
H: 8.231 3.223 -0.762  0.2885
H: 7.929 2.281 -2.256  0.2875
Li: -0.430 1.050 -0.527  0.9039
C: -3.844 -3.109 1.165  0.3897
F: -2.749 -2.916 1.880  -0.1387
F: -4.173 -4.407 1.255  -0.1854
F: -4.827 -2.428 1.789  -0.2400
S: -3.668 -2.527 -0.585  1.2081
O: -2.638 -3.307 -1.181  -0.6232
O: -3.375 -1.122 -0.465  -0.6725
N: -5.159 -2.886 -1.041  -0.2587
S: -5.505 -2.531 -2.519  0.7567
O: -4.897 -3.338 -3.550  -0.5909
O: -5.649 -1.135 -2.838  -0.5930
C: -7.221 -3.141 -2.496  0.7872
F: -7.993 -2.521 -1.621  -0.2031
F: -7.318 -4.431 -2.228  -0.2117
F: -7.767 -2.936 -3.764  -0.1599
Be: -6.915 -2.431 -5.427  0.8727
Br: 3.431 -1.088 3.382  -0.7811
F: -5.782 -1.189 -7.333  -0.6336
Cl: -1.872 -5.135 0.819  -0.4944

Summary:
Total charge = -1
HOMO = -4.5 eV
Kohn-Sham gap = 1.67 eV